{"formula": "C6H12N2S", "method": "ωB97M-V with the def2-TZVPD basis set", "symbols": ["C", "C", "C", "N", "C", "N", "H", "H", "H", "H", "H", "H", "C", "C", "S", "H", "H", "H", "H", "H", "H"], "positions_angstrom": [[2.4002, -1.9637, 0.3687], [2.2003, -0.5065, 0.1461], [1.4637, 0.1465, -0.7917], [1.6800, 1.4846, -0.6207], [2.4757, 1.6011, 0.4762], [2.7777, 0.4232, 0.9609], [3.1932, -2.3647, -0.2652], [1.4925, -2.4994, 0.0907], [2.6283, -2.1545, 1.4135], [0.7331, -0.1677, -1.5203], [1.1673, 2.2264, -1.0623], [3.0951, 2.4412, 0.6933], [-3.4631, 0.5266, 0.6812], [-2.2016, -0.0463, 0.0703], [-2.5696, -1.0521, -1.4437], [-3.1709, 0.9463, 1.6433], [-4.1969, -0.2582, 0.8311], [-3.8747, 1.2856, 0.0379], [-1.4240, 0.6565, -0.2191], [-1.7153, -0.7425, 0.7459], [-2.6909, 0.0177, -2.2359]], "forces_ev_per_a": [[-0.4002, -0.1239, -0.3114], [-0.4296, 0.0867, 0.4567], [-0.8039, -0.1631, -0.8722], [0.0208, 0.2692, 0.5240], [0.6051, -0.6439, -0.2395], [0.8807, 0.1041, 0.0055], [0.1234, 0.0787, 0.1471], [-0.0307, -0.1342, 0.1012], [0.0613, -0.0351, 0.0049], [0.1939, -0.3088, -0.0648], [0.1419, 0.0112, -0.1424], [-0.4118, 0.8436, 0.3723], [0.8672, -0.0722, 0.2145], [-0.0487, -0.9360, -0.7374], [0.2820, 0.3344, 0.3579], [-0.3490, 0.2427, 0.1135], [-0.0889, -0.0386, 0.0486], [-0.2878, 0.3563, -0.1097], [-0.2192, 0.3197, 0.1610], [-0.0035, -0.1536, 0.1399], [-0.1029, -0.0374, -0.1697]], "nbo_charge": [-0.6332, 0.0894, -0.1190, -0.5220, 0.1417, -0.4536, 0.2199, 0.2150, 0.2307, 0.2175, 0.4142, 0.1980, -0.6184, -0.4841, -0.0718, 0.2110, 0.2180, 0.2066, 0.2104, 0.2176, 0.1120], "lumo_energy_ev": 0.617, "e_tot_ha": -743.50512, "homo_ev": -8.58, "gap_ev": 9.194, "smiles": "Cc1c[nH]cn1.CCS"}

=====

{"formula": "C6H12N3O", "method": "ωB97M-V with the def2-TZVPD basis set", "symbols": ["C", "C", "N", "C", "C", "N", "C", "N", "C", "O", "H", "H", "H", "H", "H", "H", "H", "H", "H", "H", "H", "H"], "positions_angstrom": [[1.8562, 1.5571, 0.8421], [1.3299, 0.2019, 0.5424], [1.8835, -0.6049, -0.5235], [0.7334, -0.5455, -1.3856], [-0.0649, -0.0560, -0.1270], [-0.8252, -1.2111, 0.4680], [-2.2702, -1.0320, 0.1174], [-2.4126, 0.3621, 0.0957], [-1.2146, 1.0521, -0.1632], [-1.0496, 2.1766, -0.4068], [2.2144, 2.0938, -0.1574], [2.6773, 1.5860, 1.4513], [1.1717, 2.1428, 1.2414], [1.4738, -0.4974, 1.5476], [2.8705, -0.4260, -0.7616], [0.5408, -1.6699, -1.7395], [0.6117, 0.1648, -2.2145], [-0.6261, -0.9005, 1.4687], [-0.4383, -2.0523, 0.1479], [-2.8488, -1.4270, 0.8368], [-2.3722, -1.6403, -0.9047], [-3.2406, 0.7255, -0.3755]], "forces_ev_per_a": [[1.7875, -0.3916, -5.7504], [-0.0116, -3.3670, 2.6476], [2.1066, 0.7261, -0.0073], [-0.8101, -1.8601, -0.5081], [-0.6729, 0.7468, -0.7771], [0.1070, 3.6133, 2.4980], [2.2456, -1.0248, -4.1553], [0.0205, 1.5750, -0.9400], [0.6661, -3.6844, -0.1927], [0.1108, 2.4109, -0.3927], [-0.9041, -1.0719, 1.8806], [2.1455, -0.4997, 1.6103], [-3.3748, 2.7984, 1.8911], [-0.8085, 1.8174, -1.7298], [-0.9755, -0.1591, -0.4758], [-0.3673, 2.4653, 0.2762], [0.5794, -0.1729, 0.0415], [-0.5976, -1.9008, -0.8135], [0.7640, -1.7963, 0.1089], [-2.0300, -1.8396, 2.3824], [-0.1510, 1.4846, 1.9158], [0.1704, 0.1302, 0.4902]], "nbo_charge": [-0.6273, -0.0084, -0.6420, -0.2107, -0.0027, -0.5113, -0.0166, -0.6426, 0.6819, -0.4772, 0.2221, 0.2402, 0.2306, 0.1721, 0.4030, 0.1918, 0.2255, 0.4584, 0.4526, 0.2191, 0.2007, 0.4407], "lumo_energy_ev": -3.217, "total_charge": 1, "e_tot_ha": -474.99276, "homo_ev": -13.09, "gap_ev": 9.877, "smiles": "C[C@@H]1NC[C@@]12[NH2+]CNC2=O"}

=====

{"formula": "C6H12N3O2", "method": "ωB97M-V with the def2-TZVPD basis set", "symbols": ["C", "C", "C", "C", "N", "C", "C", "N", "N", "O", "O", "H", "H", "H", "H", "H", "H", "H", "H", "H", "H", "H", "H"], "positions_angstrom": [[2.7624, 1.8418, -0.6180], [2.2961, 0.4000, -0.6845], [1.8888, 0.0554, 0.7233], [1.0337, -1.1305, 0.5262], [-0.0718, -0.8191, -0.2403], [-1.2421, -1.0307, 0.0244], [-2.5322, -0.3725, -0.8594], [-3.3640, 0.4461, -0.0801], [-4.1583, -0.1144, 0.7623], [-4.4981, -1.3274, 0.7655], [-4.7198, 0.6345, 1.5800], [1.8504, 2.3194, -0.3570], [3.3971, 2.0493, 0.1791], [3.1025, 2.1546, -1.6811], [1.2499, 0.4021, -1.1638], [3.1545, -0.2111, -1.0385], [2.6764, -0.1565, 1.4977], [1.3643, 0.8589, 1.2213], [1.6691, -1.8202, -0.1418], [0.8166, -1.6402, 1.4451], [-1.5710, -1.6604, 0.9888], [-3.0565, -1.1895, -1.2689], [-2.0482, 0.3106, -1.5803]], "forces_ev_per_a": [[-0.9216, -0.2105, -3.6616], [0.2953, 1.7469, 0.6665], [1.1267, -0.4996, 1.1589], [1.4506, -2.8081, -0.1666], [0.2798, 1.5390, -1.9517], [-5.1113, -0.7329, 1.4319], [2.7459, -0.4241, 1.5098], [0.7329, 1.1380, 0.5842], [-1.2870, 0.0084, 0.2598], [0.9439, -0.6775, -0.5775], [-0.2167, 0.5820, 0.5040], [-0.7212, 1.2826, -0.1316], [1.8213, 0.2778, 1.0103], [-0.2218, 0.0678, 1.9943], [2.2539, -0.5531, -0.4194], [-1.1454, -0.2382, -0.1571], [-0.0735, -0.0931, -1.0921], [-0.6233, 0.4332, -0.2489], [-0.7443, 0.4353, 1.1426], [-0.3988, -0.5597, 0.7667], [0.4925, 1.2213, -1.6846], [-0.5008, -1.2348, -0.9697], [-0.1772, -0.7007, 0.0318]], "nbo_charge": [-0.6003, -0.4421, -0.4026, -0.2230, -0.5053, 0.1929, -0.2651, -0.4558, 0.5776, -0.5985, -0.5502, 0.2026, 0.1894, 0.1885, 0.2688, 0.1933, 0.1910, 0.2015, 0.1750, 0.1690, 0.1227, 0.1837, 0.1870], "lumo_energy_ev": 3.335, "total_charge": -1, "e_tot_ha": -550.41989, "homo_ev": -3.96, "gap_ev": 7.290, "smiles": "CCCC/N=C/CN=[N+]([O-])[O-]"}

=====

{"formula": "C6H12N3O4", "method": "ωB97M-V with the def2-TZVPD basis set", "symbols": ["C", "C", "C", "C", "C", "C", "N", "N", "N", "O", "O", "O", "O", "H", "H", "H", "H", "H", "H", "H", "H", "H", "H", "H", "H"], "positions_angstrom": [[0.0022, 0.8918, 0.2276], [-0.6955, -0.4099, 0.6125], [-2.1563, -0.1984, 0.1275], [-0.6880, -0.4514, 2.1531], [0.9078, 2.1639, -1.8445], [0.9660, -2.2586, 0.3775], [0.5492, 0.8780, -1.1393], [-0.1621, -1.5193, -0.0085], [0.6914, -0.2078, -1.7358], [-0.0097, 1.8744, 0.8959], [1.1817, -0.5562, -2.7278], [-0.2394, 2.9336, -1.7903], [1.9788, -1.4753, 1.0670], [-2.8066, -0.5264, 0.8186], [-2.4057, -0.9171, -0.7486], [-2.3760, 0.8194, -0.1097], [0.2758, -0.2320, 2.6252], [-1.0505, -1.4777, 2.1941], [-1.4340, 0.3288, 2.5093], [1.0815, 1.8324, -2.7817], [1.8333, 2.5595, -1.6209], [1.5218, -2.8626, -0.3554], [0.5785, -2.9371, 1.0955], [-0.1075, 3.7964, -1.4165], [2.5631, -2.0484, 1.5753]], "forces_ev_per_a": [[-0.1541, 0.4732, 0.4865], [-0.3792, 1.8253, 0.2168], [1.5487, -1.3068, -3.7432], [-0.7570, 0.5414, -0.1279], [-2.9712, -0.0501, 1.2491], [2.0203, 1.7257, 1.0713], [1.1055, 2.3231, -0.0078], [1.4254, -1.3680, -2.6562], [-1.3827, -3.0021, 3.2291], [0.5347, -0.6130, -1.1220], [0.4507, 0.5863, -1.1420], [0.3006, -0.5130, -0.4990], [-0.8371, 0.2466, -0.5866], [-2.1842, -0.9142, 2.9009], [0.7831, 1.5495, 1.0161], [-0.1911, 0.6338, -0.2722], [-0.2324, -0.5209, -0.2821], [-0.1027, 0.0461, 1.6305], [0.8063, -1.2983, -0.3922], [0.0587, -1.1610, -3.5267], [1.7421, 1.1472, 1.8727], [-1.0069, 0.3133, -0.5843], [-0.8692, -1.1562, 0.8275], [0.2971, 0.5770, 0.4933], [-0.0054, -0.0848, -0.0515]], "nbo_charge": [0.7504, -0.0805, -0.5957, -0.5860, 0.0958, 0.0117, -0.2263, -0.1500, 0.4681, -0.4399, -0.1712, -0.6708, -0.7467, 0.2327, 0.2464, 0.2346, 0.2557, 0.2197, 0.2582, 0.1873, 0.2163, 0.2391, 0.2438, 0.5092, 0.4982], "lumo_energy_ev": [-5.904, -6.727], "total_charge": 1, "e_tot_ha": -700.55459, "homo_ev": [-14.58, -13.87], "gap_ev": [8.672, 7.142]}

=====

{"formula": "C6H12N4", "method": "ωB97M-V with the def2-TZVPD basis set", "symbols": ["C", "C", "C", "C", "C", "C", "N", "N", "N", "N", "H", "H", "H", "H", "H", "H", "H", "H", "H", "H", "H", "H"], "positions_angstrom": [[-1.3086, 0.0053, 2.6398], [-0.9821, 0.7767, 1.4863], [-1.4525, -1.3759, 0.9011], [1.6216, -1.2088, -1.7223], [2.4385, 0.3091, 0.0255], [-0.7980, 1.5265, -1.1916], [-1.5029, -1.2521, 2.3299], [-1.2863, 0.0511, 0.4065], [2.1097, -0.8324, -0.3367], [-1.2938, 0.3062, -0.8333], [-1.2760, 0.3981, 3.6652], [-0.6244, 1.8047, 1.4205], [-0.6099, -1.9299, 0.6257], [1.3547, -2.2582, -1.7801], [0.5907, -0.6021, -1.9366], [2.3753, -1.0070, -2.4781], [2.5757, 0.5969, 1.1019], [2.4347, 1.1400, -0.6604], [-2.3453, -1.8588, 0.3376], [0.3296, 1.3903, -1.3293], [-1.2723, 1.7700, -2.2303], [-1.0783, 2.2500, -0.4414]], "forces_ev_per_a": [[0.8153, -1.6609, -0.6941], [-0.1550, 1.5892, -0.1674], [-2.6792, 1.0573, -0.2363], [-1.6275, 2.4082, 0.8605], [-0.4846, 1.0521, 0.3743], [0.6388, 1.4667, -2.7341], [-1.0485, 0.5297, 0.8990], [0.9834, -0.8380, 0.4166], [-1.0565, -2.3406, -0.4941], [-1.1909, -3.2155, 0.0697], [-0.0851, -0.4571, -0.4634], [-0.3497, -0.4955, 0.1080], [1.6035, -0.5685, -0.5955], [0.1521, -0.0970, 0.3709], [2.6009, -1.4169, 0.3566], [0.0038, 0.2411, -0.1491], [0.2636, -0.7184, -0.9010], [0.2280, 0.6942, -0.4552], [1.1953, 0.9250, 1.3801], [-1.1609, 0.8962, 0.2747], [1.0768, -0.0563, 1.8420], [0.2765, 1.0051, -0.0623]], "nbo_charge": [0.0619, -0.2500, -0.0821, -0.4637, -0.0555, -0.4543, -0.4451, -0.0098, -0.4102, -0.3043, 0.2083, 0.2225, 0.2322, 0.2071, 0.2156, 0.1993, 0.1742, 0.1259, 0.2289, 0.1994, 0.2164, 0.1834], "lumo_energy_ev": [0.388, 0.388], "e_tot_ha": -454.67707, "homo_ev": [-7.66, -7.66], "gap_ev": [8.047, 8.048]}

=====

{"formula": "C6H12N4", "method": "ωB97M-V with the def2-TZVPD basis set", "symbols": ["C", "C", "C", "C", "C", "N", "N", "N", "C", "N", "H", "H", "H", "H", "H", "H", "H", "H", "H", "H", "H", "H"], "positions_angstrom": [[-2.7127, 1.0024, -0.2424], [-2.8982, -0.2746, 0.3756], [-2.0134, -1.3941, 0.4559], [-0.6934, -1.6213, 0.1385], [0.1167, -0.5621, -0.2558], [-0.4063, 0.5614, 0.0928], [0.2689, 1.6473, 0.1062], [1.5711, -0.7839, -0.5533], [2.4736, -0.4587, 0.3296], [3.7584, -0.3389, 0.2299], [-3.7445, 1.3342, -0.7873], [-2.4828, 1.8959, 0.3842], [-1.9727, 1.0397, -1.0246], [-3.9294, -0.4308, 0.7261], [-2.7659, -2.2816, 0.6620], [-0.4831, -2.7292, 0.2830], [-0.3809, 2.3153, 0.5066], [1.1120, 1.9506, -0.3357], [1.8557, -0.7472, -1.5605], [2.2106, -0.4277, 1.3570], [4.3963, -0.5015, -0.5373], [4.1505, -0.1805, 1.1536]], "forces_ev_per_a": [[-3.2909, 2.7250, -2.3073], [0.8281, -1.1445, 0.1445], [-4.9698, -0.9330, 0.4715], [-1.5200, -2.4206, 0.1853], [2.2989, -1.7148, 0.4563], [3.3379, 0.0804, -0.0209], [-2.5247, 1.1828, 1.2559], [-1.4863, 1.2420, -2.2873], [0.6799, -0.8733, 0.5903], [0.3860, 0.1452, 0.6474], [2.0862, -0.8237, 1.4899], [-0.3409, -0.7365, 0.0988], [0.0650, -0.2120, -0.3741], [0.5846, -0.2709, 0.0466], [2.4903, 1.2561, 0.0330], [0.6962, 1.6499, -0.7195], [0.9982, 1.0657, -0.1764], [0.6519, -0.2960, -0.5452], [-0.4314, -0.3548, 1.0642], [-1.0861, 0.3772, 0.7569], [-0.2045, 0.0735, -0.3279], [0.7514, -0.0176, -0.4823]], "nbo_charge": [-0.7251, 0.1956, -0.3340, -0.0008, 0.1780, -0.0680, -0.4867, -0.5543, 0.3891, -0.6617, 0.2904, 0.2880, 0.2470, 0.2493, 0.2809, 0.2968, 0.4196, 0.4131, 0.4488, 0.2293, 0.4578, 0.4467], "lumo_energy_ev": [-9.556, -9.556], "total_charge": 2, "e_tot_ha": -454.07397, "homo_ev": [-17.33, -17.33], "gap_ev": [7.778, 7.777], "smiles": "C/C=C\\C=C(/N=[NH2+])NC=[NH2+]"}